Computed, not measured: a structure of composition C21H31O3Ti in a non-equilibrium geometry, with wB97M-V/def2-TZVPD.

Last column: Löwdin charge in e.
Positions of all 56 atoms, in Å:
O1 0.690 0.189 -6.152  -0.11
C1 0.693 1.384 -7.020  -0.16
C2 0.613 0.636 -8.328  -0.08
H1 1.622 1.949 -6.908  0.13
H2 -0.186 2.019 -6.867  0.10
C3 0.628 -0.595 -7.390  -0.57
H3 1.501 0.727 -8.957  0.12
H4 -0.320 0.793 -8.874  0.12
C4 1.847 -1.467 -7.629  -0.02
H5 2.768 -0.897 -7.473  0.09
H6 1.814 -1.817 -8.674  0.10
H7 1.829 -2.352 -6.979  0.09
C5 -0.640 -1.419 -7.496  -0.02
H8 -1.526 -0.823 -7.248  0.09
H9 -0.599 -2.291 -6.824  0.09
H10 -0.736 -1.781 -8.530  0.10
Ti1 -0.032 -0.176 -1.132  0.74
C6 -1.567 -0.498 0.590  -0.17
C7 -1.290 0.908 0.522  -0.18
C8 -1.753 1.386 -0.750  -0.14
H11 -1.068 1.537 1.382  0.12
C9 -2.352 0.287 -1.436  -0.18
C10 -2.163 -0.890 -0.645  -0.18
H12 -2.515 -1.886 -0.923  0.12
H13 -1.434 -1.121 1.480  0.12
H14 -1.726 2.425 -1.070  0.12
H15 -2.927 0.339 -2.365  0.11
C11 1.133 -1.441 0.328  -0.18
C12 0.345 -2.331 -0.477  -0.18
C13 0.807 -2.222 -1.838  -0.16
H16 -0.393 -3.047 -0.119  0.12
C14 1.897 -1.286 -1.863  -0.14
C15 2.083 -0.782 -0.529  -0.17
H17 2.895 -0.135 -0.209  0.11
H18 1.059 -1.319 1.408  0.11
H19 0.482 -2.848 -2.672  0.11
H20 2.516 -1.035 -2.723  0.12
O2 0.454 1.083 -2.806  -0.24
C16 -0.478 0.402 -3.700  -0.20
C17 -1.304 1.494 -4.362  -0.12
H21 -1.102 -0.352 -3.179  0.09
H22 0.116 -0.149 -4.404  0.09
C18 -0.452 2.767 -4.240  -0.14
H23 -2.263 1.578 -3.840  0.10
H24 -1.500 1.256 -5.408  0.10
C19 0.704 2.439 -3.328  -0.11
H25 -1.038 3.616 -3.897  0.11
H26 -0.045 3.045 -5.204  0.08
H27 0.789 3.093 -2.466  0.10
H28 1.676 2.387 -3.840  0.13
C20 1.511 1.470 1.741  -0.08
C21 1.057 1.580 0.338  -0.39
O3 1.238 2.455 -0.479  -0.02
H29 0.928 0.676 2.220  0.06
H30 1.353 2.415 2.294  0.09
H31 2.573 1.176 1.809  0.09

The value obtained for the LUMO energy (spin up / spin down) is 0.51 / 0.51 eV. Its spin multiplicity is 2.


Computed, not measured: a cluster of 9 separate species, C35H61N10O3PS2 in total in a non-equilibrium geometry, with wB97M-V/def2-TZVPD.

Last column: Löwdin charge in e.
Positions of all 112 atoms, in Å:
C1 0.880 -1.367 1.910  -0.11
O1 1.469 -0.257 2.585  -0.19
C2 0.607 0.875 2.610  -0.23
C3 0.065 1.184 4.046  -0.16
C4 0.212 2.687 4.424  -0.20
C5 -0.310 3.695 3.353  -0.20
C6 -1.703 3.359 2.724  -0.19
C7 -1.669 3.380 1.154  -0.20
C8 -2.895 2.653 0.513  -0.22
C9 -2.517 1.261 -0.128  -0.27
P1 -3.875 0.009 0.100  0.85
C10 -5.086 0.245 1.533  -0.18
C11 -2.846 -1.152 1.220  -0.34
C12 -2.814 -2.627 0.694  -0.31
C13 -1.527 -2.965 -0.086  -0.48
S1 -1.208 -1.749 -1.430  0.86
C14 0.581 -1.981 -1.742  -1.00
S2 1.077 -3.565 -1.862  0.65
N1 1.502 -0.933 -1.834  -0.13
C15 2.291 -0.952 -3.085  -0.16
C16 2.036 0.342 -3.909  -0.21
O2 2.564 1.437 -3.173  -0.14
C17 1.937 1.575 -1.896  -0.15
C18 0.937 0.404 -1.543  -0.19
N2 -4.986 1.107 -0.951  -0.04
C19 -5.287 0.530 -1.936  -0.55
O3 -5.465 -0.048 -2.909  0.14
H1 0.429 -0.988 0.971  0.05
H2 0.067 -1.771 2.553  0.08
H3 1.617 -2.154 1.680  0.10
H4 -0.281 0.763 1.948  0.09
H5 1.177 1.738 2.209  0.07
H6 -0.992 0.863 4.119  0.10
H7 0.648 0.580 4.767  0.10
H8 -0.215 2.848 5.432  0.11
H9 1.305 2.871 4.527  0.10
H10 0.458 3.767 2.563  0.07
H11 -0.371 4.691 3.834  0.11
H12 -2.396 4.170 3.024  0.11
H13 -2.146 2.411 3.088  0.10
H14 -1.735 4.455 0.882  0.11
H15 -0.690 3.031 0.766  0.10
H16 -3.690 2.566 1.274  0.09
H17 -3.284 3.314 -0.284  0.10
H18 -2.466 1.462 -1.218  0.08
H19 -1.511 0.927 0.165  0.04
H20 -4.076 -1.019 -0.863  0.05
H21 -4.527 0.647 2.400  0.05
H22 -5.625 -0.684 1.775  0.06
H23 -5.779 1.050 1.234  0.02
H24 -1.810 -0.831 1.414  0.04
H25 -3.345 -1.196 2.209  0.06
H26 -3.723 -2.903 0.116  0.09
H27 -2.832 -3.283 1.590  0.10
H28 -1.654 -3.951 -0.573  0.06
H29 -0.644 -3.052 0.569  0.05
H30 2.078 -1.803 -3.744  0.07
H31 3.363 -0.915 -2.807  0.13
H32 2.647 0.230 -4.822  0.11
H33 0.990 0.467 -4.225  0.08
H34 2.650 1.788 -1.080  0.11
H35 1.281 2.475 -1.967  0.12
H36 0.014 0.630 -2.084  0.05
H37 0.813 0.465 -0.443  0.10
C20 5.046 -4.188 -2.131  -0.10
C21 4.292 -3.776 -3.308  -0.32
N3 3.706 -3.451 -4.240  0.13
H38 5.026 -5.266 -2.007  0.04
H39 6.091 -3.882 -2.201  0.08
H40 4.635 -3.747 -1.223  0.08
C22 4.516 4.228 3.417  -0.09
C23 3.550 3.639 2.497  -0.23
N4 2.790 3.175 1.771  0.16
H41 4.314 5.287 3.580  0.09
H42 4.494 3.737 4.388  0.08
H43 5.528 4.144 3.034  0.04
C24 1.815 -1.602 -8.036  -0.06
C25 1.451 -0.361 -7.363  -0.26
N5 1.162 0.613 -6.826  0.16
H44 2.765 -1.504 -8.561  0.08
H45 1.917 -2.423 -7.324  0.08
H46 1.062 -1.892 -8.769  0.08
C26 -2.209 -0.852 -5.885  -0.04
C27 -1.602 -0.510 -4.609  -0.20
N6 -1.125 -0.241 -3.599  0.11
H47 -2.822 -0.033 -6.263  0.09
H48 -1.451 -1.070 -6.637  0.07
H49 -2.850 -1.730 -5.797  0.09
C28 9.013 4.775 3.042  -0.06
C29 7.946 4.542 4.007  -0.26
N7 7.104 4.357 4.767  0.15
H50 8.883 5.729 2.530  0.08
H51 9.989 4.793 3.527  0.08
H52 9.038 3.994 2.282  0.09
C30 0.144 -2.579 6.012  -0.07
C31 -0.808 -3.188 5.093  -0.28
N8 -1.549 -3.653 4.349  0.14
H53 -0.075 -1.522 6.166  0.07
H54 0.121 -3.066 6.987  0.08
H55 1.163 -2.651 5.631  0.09
C32 1.115 -8.037 -1.459  -0.06
C33 2.101 -7.025 -1.814  -0.25
N9 2.874 -6.225 -2.096  0.15
H56 0.335 -8.112 -2.216  0.08
H57 1.575 -9.021 -1.361  0.08
H58 0.631 -7.803 -0.511  0.08
C34 -8.434 2.498 -0.486  -0.07
C35 -8.847 2.804 0.878  -0.29
N10 -9.172 3.043 1.953  0.12
H59 -7.379 2.221 -0.528  0.05
H60 -9.008 1.669 -0.900  0.08
H61 -8.574 3.355 -1.146  0.08

Its SMILES is COCCCCCCCC[PH](C)(CCCSC(=S)N1CCOCC1)N=C=O.CC#N.CC#N.CC#N.CC#N.CC#N.CC#N.CC#N.CC#N. The value obtained for the LUMO energy is 0.42 eV.


Computed, not measured: a cluster of 6 separate species, C14H30Cl10O2 in total in a non-equilibrium geometry, with wB97M-V/def2-TZVPD.

Last column: Löwdin charge in e.
Positions of all 56 atoms, in Å:
C1 -0.257 3.126 1.669  -0.14
O1 -0.187 1.858 1.103  -0.28
C2 0.481 1.862 -0.139  -0.21
C3 0.676 0.441 -0.706  -0.18
O2 -0.621 -0.111 -0.907  -0.22
C4 -0.648 -1.490 -0.914  -0.17
H1 -0.843 3.763 1.006  0.04
H2 0.752 3.500 1.842  0.07
H3 -0.892 2.962 2.540  0.10
H4 1.447 2.338 0.025  0.10
H5 -0.124 2.441 -0.837  0.11
H6 1.188 -0.215 -0.003  0.09
H7 1.169 0.574 -1.669  0.12
H8 -0.343 -1.833 0.074  0.03
H9 0.027 -1.757 -1.727  0.07
H10 -1.653 -1.779 -1.222  0.09
Cl1 -0.058 -0.115 -7.195  0.57
C5 -0.577 0.959 -5.908  -0.67
C6 -0.483 0.126 -4.600  -0.67
Cl2 -1.876 -0.985 -4.510  0.54
H11 -1.537 1.464 -6.017  0.08
H12 0.169 1.749 -5.818  0.07
H13 -0.526 0.835 -3.773  0.06
H14 0.369 -0.547 -4.509  0.06
Cl3 2.471 1.438 2.748  0.62
C7 3.323 -0.102 2.336  -0.61
C8 4.506 0.120 1.476  -0.62
Cl4 4.169 0.850 -0.164  0.54
H15 2.588 -0.753 1.863  0.03
H16 3.513 -0.543 3.315  0.08
H17 5.027 -0.828 1.345  0.08
H18 5.271 0.762 1.911  0.07
Cl5 -2.222 4.642 -1.143  0.58
C9 -3.368 3.291 -1.078  -0.67
C10 -3.122 2.331 0.042  -0.67
Cl6 -4.488 1.191 0.147  0.58
H19 -3.341 2.761 -2.030  0.07
H20 -4.376 3.698 -0.998  0.06
H21 -2.968 2.858 0.983  0.07
H22 -2.273 1.661 -0.093  0.04
Cl7 -0.234 -4.817 -1.585  0.56
C11 0.061 -4.992 0.158  -0.65
C12 1.568 -4.877 0.481  -0.67
Cl8 2.155 -3.256 0.213  0.60
H23 -0.397 -5.933 0.461  0.07
H24 -0.472 -4.208 0.696  0.02
H25 2.213 -5.626 0.021  0.08
H26 1.543 -5.074 1.553  0.07
Cl9 -2.661 0.000 4.703  0.54
C13 -0.914 -0.185 4.415  -0.67
C14 -0.623 -0.535 2.949  -0.61
Cl10 -0.877 -2.316 2.848  0.56
H27 -0.566 -0.948 5.111  0.05
H28 -0.391 0.719 4.726  0.06
H29 0.418 -0.339 2.690  0.02
H30 -1.184 -0.156 2.095  0.06

Its SMILES is COCCOC.ClCCCl.ClCCCl.ClCCCl.ClCCCl.ClCCCl. The value obtained for the LUMO energy is 0.38 eV.